Density functional theory data (the ωB97M-V functional and the def2-TZVPD basis) for a structure of composition H16NaO9 at a distorted geometry.

ΔE to the lowest compared entry with this formula, charge and spin: 179.2 kJ/mol
Gap between HOMO and LUMO: 4.3 eV
Electronic energy: -23104.426 eV
Total charge: -1
HOMO energy: -3.264 eV

Cartesian coordinates (Å):
Na (-0.589, 0.287, -2.412)
O (-2.720, -2.291, -0.283)
H (-2.054, -1.875, -0.864)
O (0.462, -0.061, -0.107)
H (-0.497, -0.112, 0.067)
O (0.224, 1.393, 2.054)
H (-0.553, 1.943, 1.956)
H (0.158, 0.756, 1.342)
O (-2.868, -0.669, 1.776)
H (-2.914, -1.304, 1.061)
H (-2.075, -0.163, 1.597)
O (1.909, -1.348, 1.977)
H (1.393, -1.174, 1.190)
H (2.211, -0.485, 2.262)
O (0.803, -2.493, -1.433)
H (0.717, -1.590, -1.127)
H (1.707, -2.731, -1.229)
O (-2.448, 1.323, -0.933)
H (-2.206, 1.725, -0.099)
H (-2.447, 2.048, -1.558)
O (3.106, 0.158, -0.750)
H (2.164, 0.065, -0.614)
H (3.208, 0.207, -1.701)
O (0.981, 2.281, -1.064)
H (1.679, 2.606, -0.494)
H (0.648, 1.504, -0.614)


Density functional theory data (the ωB97M-V functional and the def2-TZVPD basis) for a structure of composition H16O18SV3 at a distorted geometry.

ΔE to the lowest compared entry with this formula, charge and spin: 0.0 kJ/mol
Gap between HOMO and LUMO: 8.1 eV
Electronic energy: -125007.060 eV
Total charge: +1
HOMO energy: -13.492 eV

Cartesian coordinates (Å):
O (-0.247, 0.760, 4.410)
V (-1.578, 1.212, 3.615)
O (-2.600, -0.049, 3.797)
O (2.366, 0.193, 2.142)
V (2.199, -1.404, 2.028)
O (1.859, -1.897, 3.464)
O (-4.146, 0.157, 0.096)
V (-3.406, -0.652, -1.112)
O (-3.674, -2.218, -0.885)
S (-0.452, -0.178, 0.565)
O (-1.501, -0.711, -0.320)
O (-1.042, 0.618, 1.634)
O (0.305, -1.349, 1.129)
O (0.474, 0.660, -0.202)
O (3.532, 2.131, -0.095)
H (3.056, 1.938, -0.911)
H (3.004, 1.748, 0.619)
O (-0.730, 3.184, 2.737)
H (-0.909, 4.133, 2.759)
H (-0.588, 2.992, 1.776)
O (-0.998, -3.702, 0.287)
H (-1.603, -3.289, -0.334)
H (-0.432, -2.974, 0.586)
O (-2.353, -1.033, -3.072)
H (-1.438, -1.361, -2.927)
H (-2.485, -1.041, -4.028)
O (2.863, -1.141, -0.229)
H (2.267, -0.468, -0.608)
H (3.544, -1.292, -0.896)
O (-0.201, 3.311, 0.095)
H (0.053, 2.381, -0.099)
H (-0.992, 3.483, -0.428)
O (1.756, 0.904, -2.689)
H (0.993, 0.899, -2.091)
H (1.505, 0.356, -3.440)
O (0.207, -2.249, -2.618)
H (0.308, -1.845, -1.746)
H (1.088, -2.211, -3.010)


Density functional theory data (the ωB97M-V functional and the def2-TZVPD basis) for a cluster of 8 separate species, H16O8 in total.

SMILES: O.O.O.O.O.O.O.O
ΔE to the lowest compared entry with this formula, charge and spin: 230.8 kJ/mol
Gap between HOMO and LUMO: 10.4 eV
Electronic energy: -16639.618 eV
Total charge: 0
HOMO energy: -10.526 eV

Cartesian coordinates (Å):
O (-0.132, -12.425, -13.100)
H (-0.886, -12.875, -13.482)
H (0.036, -12.892, -12.282)
O (1.114, -7.322, -12.037)
H (0.850, -7.939, -12.720)
H (1.828, -6.820, -12.430)
O (0.816, -10.471, -10.541)
H (-0.088, -10.522, -10.852)
H (0.837, -11.038, -9.770)
O (-0.232, -9.251, -16.818)
H (-0.883, -8.618, -17.120)
H (-0.302, -9.980, -17.434)
O (1.866, -7.132, -15.646)
H (1.595, -6.229, -15.476)
H (1.052, -7.636, -15.619)
O (1.788, -13.210, -15.356)
H (1.195, -12.618, -14.893)
H (2.105, -13.809, -14.680)
O (0.392, -9.741, -14.011)
H (0.001, -10.454, -13.507)
H (0.057, -9.864, -14.900)
O (-3.472, -10.700, -15.534)
H (-2.715, -10.348, -15.065)
H (-3.662, -10.047, -16.208)


Repeat the second record exactly.
Density functional theory data (the ωB97M-V functional and the def2-TZVPD basis) for a structure of composition H16O18SV3 at a distorted geometry.

ΔE to the lowest compared entry with this formula, charge and spin: 0.0 kJ/mol
Gap between HOMO and LUMO: 8.1 eV
Electronic energy: -125007.060 eV
Total charge: +1
HOMO energy: -13.492 eV

Cartesian coordinates (Å):
O (-0.247, 0.760, 4.410)
V (-1.578, 1.212, 3.615)
O (-2.600, -0.049, 3.797)
O (2.366, 0.193, 2.142)
V (2.199, -1.404, 2.028)
O (1.859, -1.897, 3.464)
O (-4.146, 0.157, 0.096)
V (-3.406, -0.652, -1.112)
O (-3.674, -2.218, -0.885)
S (-0.452, -0.178, 0.565)
O (-1.501, -0.711, -0.320)
O (-1.042, 0.618, 1.634)
O (0.305, -1.349, 1.129)
O (0.474, 0.660, -0.202)
O (3.532, 2.131, -0.095)
H (3.056, 1.938, -0.911)
H (3.004, 1.748, 0.619)
O (-0.730, 3.184, 2.737)
H (-0.909, 4.133, 2.759)
H (-0.588, 2.992, 1.776)
O (-0.998, -3.702, 0.287)
H (-1.603, -3.289, -0.334)
H (-0.432, -2.974, 0.586)
O (-2.353, -1.033, -3.072)
H (-1.438, -1.361, -2.927)
H (-2.485, -1.041, -4.028)
O (2.863, -1.141, -0.229)
H (2.267, -0.468, -0.608)
H (3.544, -1.292, -0.896)
O (-0.201, 3.311, 0.095)
H (0.053, 2.381, -0.099)
H (-0.992, 3.483, -0.428)
O (1.756, 0.904, -2.689)
H (0.993, 0.899, -2.091)
H (1.505, 0.356, -3.440)
O (0.207, -2.249, -2.618)
H (0.308, -1.845, -1.746)
H (1.088, -2.211, -3.010)


Please write out number 3 again, unchanged.
Density functional theory data (the ωB97M-V functional and the def2-TZVPD basis) for a cluster of 8 separate species, H16O8 in total.

SMILES: O.O.O.O.O.O.O.O
ΔE to the lowest compared entry with this formula, charge and spin: 230.8 kJ/mol
Gap between HOMO and LUMO: 10.4 eV
Electronic energy: -16639.618 eV
Total charge: 0
HOMO energy: -10.526 eV

Cartesian coordinates (Å):
O (-0.132, -12.425, -13.100)
H (-0.886, -12.875, -13.482)
H (0.036, -12.892, -12.282)
O (1.114, -7.322, -12.037)
H (0.850, -7.939, -12.720)
H (1.828, -6.820, -12.430)
O (0.816, -10.471, -10.541)
H (-0.088, -10.522, -10.852)
H (0.837, -11.038, -9.770)
O (-0.232, -9.251, -16.818)
H (-0.883, -8.618, -17.120)
H (-0.302, -9.980, -17.434)
O (1.866, -7.132, -15.646)
H (1.595, -6.229, -15.476)
H (1.052, -7.636, -15.619)
O (1.788, -13.210, -15.356)
H (1.195, -12.618, -14.893)
H (2.105, -13.809, -14.680)
O (0.392, -9.741, -14.011)
H (0.001, -10.454, -13.507)
H (0.057, -9.864, -14.900)
O (-3.472, -10.700, -15.534)
H (-2.715, -10.348, -15.065)
H (-3.662, -10.047, -16.208)


Please write out number 2 again, unchanged.
Density functional theory data (the ωB97M-V functional and the def2-TZVPD basis) for a structure of composition H16O18SV3 at a distorted geometry.

ΔE to the lowest compared entry with this formula, charge and spin: 0.0 kJ/mol
Gap between HOMO and LUMO: 8.1 eV
Electronic energy: -125007.060 eV
Total charge: +1
HOMO energy: -13.492 eV

Cartesian coordinates (Å):
O (-0.247, 0.760, 4.410)
V (-1.578, 1.212, 3.615)
O (-2.600, -0.049, 3.797)
O (2.366, 0.193, 2.142)
V (2.199, -1.404, 2.028)
O (1.859, -1.897, 3.464)
O (-4.146, 0.157, 0.096)
V (-3.406, -0.652, -1.112)
O (-3.674, -2.218, -0.885)
S (-0.452, -0.178, 0.565)
O (-1.501, -0.711, -0.320)
O (-1.042, 0.618, 1.634)
O (0.305, -1.349, 1.129)
O (0.474, 0.660, -0.202)
O (3.532, 2.131, -0.095)
H (3.056, 1.938, -0.911)
H (3.004, 1.748, 0.619)
O (-0.730, 3.184, 2.737)
H (-0.909, 4.133, 2.759)
H (-0.588, 2.992, 1.776)
O (-0.998, -3.702, 0.287)
H (-1.603, -3.289, -0.334)
H (-0.432, -2.974, 0.586)
O (-2.353, -1.033, -3.072)
H (-1.438, -1.361, -2.927)
H (-2.485, -1.041, -4.028)
O (2.863, -1.141, -0.229)
H (2.267, -0.468, -0.608)
H (3.544, -1.292, -0.896)
O (-0.201, 3.311, 0.095)
H (0.053, 2.381, -0.099)
H (-0.992, 3.483, -0.428)
O (1.756, 0.904, -2.689)
H (0.993, 0.899, -2.091)
H (1.505, 0.356, -3.440)
O (0.207, -2.249, -2.618)
H (0.308, -1.845, -1.746)
H (1.088, -2.211, -3.010)


Which of these has the highest HOMO energy? H16NaO9